4 unconnected molecules or ions with the total composition C15H33F5NO10PS at a distorted geometry, computed with ωB97M-V with the def2-TZVPD basis set.

Each line ends with the natural charge from an NBO analysis.
Element x y z (Å)
N -3.07983 3.38469 2.76676  -1.34
P -1.70361 2.78681 2.43148  2.38
O -1.24470 1.83925 3.65467  -0.95
O -0.55068 3.90404 2.24939  -0.96
O -1.66391 1.77857 1.08165  -0.77
C -2.07647 2.34950 -0.06387  0.99
O -2.60375 3.36301 -0.20856  -0.49
O -1.73639 1.60582 -1.21874  -0.67
S -2.31106 0.07631 -1.19699  2.26
O -3.29993 -0.18009 -0.20363  -0.88
O -2.85017 -0.19346 -2.48017  -0.88
C -0.83685 -1.06316 -1.05686  0.39
F 0.18933 -0.46322 -0.46021  -0.29
F -0.45255 -1.28096 -2.32685  -0.29
C -1.18189 -2.45515 -0.44594  0.92
F -0.09207 -3.21687 -0.54086  -0.30
F -2.14666 -3.04747 -1.11644  -0.28
F -1.51272 -2.40479 0.82953  -0.29
H -3.02044 4.40189 2.77929  0.40
H -2.04113 1.32023 3.86692  0.52
H -0.49258 4.23208 1.33834  0.52
C -2.24270 8.84500 5.06290  -0.64
C -3.05268 7.67183 4.53923  -0.06
O -2.69420 6.42736 5.11602  -0.54
C -2.84267 6.32052 6.52111  -0.06
C -4.26643 6.53389 7.00503  -0.65
H -1.17653 8.67584 4.90021  0.21
H -2.53330 9.76388 4.55068  0.22
H -2.39076 8.99860 6.13268  0.20
H -2.87766 7.56980 3.46669  0.18
H -4.12667 7.85044 4.66125  0.16
H -2.14990 7.00087 7.02868  0.16
H -2.52740 5.30937 6.78302  0.19
H -4.62903 7.53797 6.77871  0.20
H -4.32442 6.39475 8.08579  0.22
H -4.94284 5.82522 6.52333  0.22
C 2.33900 -7.15503 -0.00309  -0.64
C 3.75656 -6.83166 -0.44264  -0.06
O 3.82423 -5.92290 -1.52818  -0.54
C 3.25157 -4.64424 -1.31119  -0.07
C 3.89396 -3.87783 -0.16790  -0.64
H 1.76360 -7.56023 -0.83766  0.21
H 2.35152 -7.89069 0.80303  0.21
H 1.81196 -6.27139 0.36012  0.20
H 4.24090 -7.74757 -0.78460  0.19
H 4.35368 -6.46223 0.39851  0.16
H 2.16868 -4.73326 -1.16982  0.16
H 3.39144 -4.08089 -2.23574  0.19
H 3.77117 -4.39024 0.78786  0.20
H 3.44455 -2.88748 -0.07518  0.21
H 4.96552 -3.76202 -0.34140  0.21
C 2.91319 -4.30210 -7.01224  -0.64
C 2.70527 -3.98098 -5.54280  -0.07
O 3.05528 -2.65271 -5.18711  -0.54
C 2.33509 -1.62396 -5.83768  -0.06
C 0.83844 -1.68183 -5.57459  -0.64
H 3.95207 -4.12665 -7.29795  0.21
H 2.66774 -5.34699 -7.20896  0.22
H 2.28701 -3.68499 -7.65844  0.20
H 3.34421 -4.63142 -4.94317  0.19
H 1.67517 -4.19128 -5.23455  0.16
H 2.54911 -1.62744 -6.91224  0.16
H 2.72705 -0.68156 -5.45096  0.18
H 0.39374 -2.60316 -5.95340  0.20
H 0.33363 -0.84463 -6.05963  0.22
H 0.63856 -1.63836 -4.50351  0.21

Force components x, y, z for each atom (eV/Å):
N 0.42 -0.25 -0.61
P -1.36 1.77 1.99
O 0.43 -0.16 -2.01
O 0.10 -1.57 -0.30
O 0.75 0.19 0.14
C 0.98 -1.72 0.07
O -0.98 2.63 -0.33
O -0.22 -1.65 1.38
S -2.80 -0.99 -1.57
O 1.28 0.74 1.68
O 1.27 0.47 -1.05
C 0.49 0.46 -0.89
F -0.17 -0.10 0.76
F -0.20 -0.16 0.17
C 0.42 -0.42 0.33
F 0.37 0.08 -0.16
F -0.43 0.20 -0.40
F -0.14 0.52 0.37
H -0.42 -0.22 0.02
H 0.20 0.18 0.30
H 0.00 0.01 0.22
C 0.06 0.00 0.11
C -0.03 0.07 0.06
O 0.09 -0.16 -0.21
C -0.04 0.02 0.12
C -0.10 0.08 -0.10
H -0.03 0.00 -0.04
H 0.01 -0.04 -0.01
H -0.07 0.05 -0.02
H 0.02 -0.15 0.04
H 0.01 0.06 0.05
H -0.05 0.06 0.02
H 0.04 0.00 -0.18
H 0.03 0.02 0.08
H 0.02 -0.02 -0.03
H 0.04 -0.02 0.03
C -0.10 0.08 -0.02
C -0.04 0.00 0.07
O 0.09 -0.07 -0.22
C -0.04 0.11 0.04
C 0.03 -0.08 0.12
H 0.04 -0.02 0.02
H 0.02 0.00 -0.03
H 0.03 -0.02 0.08
H 0.03 0.10 -0.13
H -0.07 0.01 0.05
H 0.00 0.01 0.11
H 0.07 -0.17 -0.06
H -0.07 0.06 0.01
H 0.01 -0.02 -0.04
H -0.04 0.03 -0.04
C -0.01 0.14 -0.09
C -0.04 -0.09 0.02
O 0.26 -0.01 0.17
C -0.21 0.05 -0.05
C -0.02 -0.08 -0.05
H -0.01 -0.04 0.03
H 0.02 0.02 0.03
H -0.06 -0.06 0.00
H 0.03 0.14 0.07
H -0.02 -0.03 -0.09
H -0.09 -0.04 -0.02
H 0.12 -0.12 0.08
H -0.02 0.06 -0.07
H 0.02 0.00 0.03
H 0.03 0.04 -0.03

## Properties
F_max (eV/Å): 3.361
Molar mass (g mol⁻¹): 545.46
LUMO (eV): 0.02
E_HOMO (eV): -9.613
SMILES: N=P(O)(O)OC(=O)OS(=O)(=O)C(F)(F)C(F)(F)F.CCOCC.CCOCC.CCOCC